[1]
68
Properties=species:S:1:pos:R:3:forces:R:3:mulliken_spin:R:1 method="wB97M-V/def2-TZVPD" molar_mass_g_mol=558.74 gap_ev="7.025 / 7.566" spin_multiplicity=3 charge=-1 homo_ev="-4.21 / -5.38"
Pd 0.162090 0.290234 0.189813 0.581 0.631 0.585 1.328
O 2.724530 0.922709 3.678710 -0.068 0.194 0.323 0.010
C 1.962101 0.884579 2.712588 -0.069 0.215 0.263 0.007
O 2.085661 0.192718 1.674427 -0.455 -0.307 -0.863 0.071
C 0.734718 1.834780 2.758595 0.426 -0.083 0.282 0.012
C 0.444817 2.597513 3.882802 0.006 0.073 -0.076 0.000
C -0.626304 3.479447 3.838793 0.015 -0.151 -0.148 0.000
C -1.403245 3.539753 2.690357 0.037 0.048 -0.149 0.003
C -1.080467 2.720467 1.614794 -0.246 0.241 -0.207 0.014
N -0.015751 1.924955 1.666182 -0.273 -0.733 -0.219 0.139
C -1.925917 2.694243 0.311307 0.056 0.199 0.380 -0.007
O -2.879770 3.466685 0.251111 -0.198 0.271 0.264 0.008
O -1.531334 1.901446 -0.578268 0.510 -0.793 -0.334 0.078
H 1.069293 2.481496 4.755187 0.109 0.002 -0.005 0.002
H -0.856975 4.110622 4.689318 -0.016 -0.050 0.010 0.000
H -2.257080 4.195622 2.595197 -0.023 -0.027 -0.035 0.002
C -1.789590 -0.713077 4.642234 0.029 -0.089 -0.354 0.002
C -2.060961 -1.439710 3.323477 -0.306 -0.284 0.363 0.010
C -2.278488 -2.928329 3.617230 0.150 0.285 -0.167 -0.004
O -0.887065 -1.321763 2.527583 0.586 -0.160 0.110 0.001
B -1.183664 -0.812768 1.285745 -0.269 0.348 0.474 0.376
O -2.542769 -0.626874 1.165695 -0.203 0.052 -0.540 -0.065
C -3.185905 -0.804141 2.422995 -0.430 0.058 0.383 -0.003
C -3.663877 0.575939 2.894610 0.202 -0.284 -0.225 -0.001
C -4.412779 -1.694591 2.204792 0.379 0.150 -0.044 -0.001
H -1.038280 -1.271759 5.197141 0.036 -0.019 0.064 0.000
H -2.692005 -0.632851 5.242807 -0.099 0.019 0.120 0.000
H -1.382932 0.276457 4.449432 -0.067 0.118 0.029 -0.001
H -1.407990 -3.300420 4.150997 0.081 -0.052 0.072 0.002
H -2.368471 -3.493220 2.693313 -0.055 -0.072 -0.066 0.000
H -3.164113 -3.085806 4.228477 -0.091 -0.056 0.067 0.000
H -2.832081 1.262701 3.019389 0.075 0.006 0.114 -0.003
H -4.220128 0.500381 3.825868 -0.054 0.033 0.135 0.000
H -4.307079 1.001185 2.127995 -0.092 0.009 -0.078 0.001
H -4.123370 -2.626887 1.726537 -0.050 -0.091 0.026 0.001
H -5.093604 -1.174272 1.535993 -0.114 0.049 -0.024 0.000
H -4.920545 -1.904650 3.145649 -0.064 -0.021 0.024 0.000
C 3.835091 1.921983 -3.313540 -0.210 -0.134 -0.063 0.001
C 3.153947 0.824791 -2.502881 -0.284 -0.172 0.394 -0.020
C 4.085981 0.335700 -1.391327 -0.137 -0.190 -0.044 -0.003
P 1.464603 1.185817 -1.739416 -0.122 0.916 -1.068 0.002
C 1.331939 3.031246 -1.437636 0.046 -0.126 0.147 -0.008
C 1.229074 4.017518 -2.601574 -0.042 -0.222 0.185 0.001
C 2.387073 3.437443 -0.408443 -0.185 -0.163 0.024 0.001
C 0.214893 0.892141 -3.115558 0.097 -0.112 0.271 -0.016
C -0.322003 -0.529790 -2.926057 -0.120 0.245 0.350 0.011
C 0.669656 1.114527 -4.552360 -0.014 0.148 0.263 0.000
H 4.791658 1.553982 -3.690413 0.058 -0.025 -0.019 0.000
H 4.038275 2.789098 -2.690959 0.024 0.102 -0.014 0.000
H 3.234581 2.230980 -4.165312 0.006 0.091 -0.060 0.000
H 2.956238 -0.031513 -3.161998 -0.043 0.067 0.036 -0.001
H 4.395830 1.152136 -0.744115 0.011 0.120 0.101 0.001
H 4.981578 -0.115206 -1.823017 0.081 -0.004 -0.011 0.001
H 3.586046 -0.399409 -0.761919 0.066 -0.019 0.083 0.001
H 0.363366 3.068230 -0.918493 0.189 -0.098 -0.180 0.008
H 2.100488 4.024657 -3.252100 0.076 -0.027 -0.045 0.000
H 1.116169 5.020414 -2.183730 -0.026 0.066 -0.042 0.000
H 0.340034 3.806489 -3.191677 -0.035 0.035 -0.149 0.000
H 3.387430 3.483346 -0.834193 0.117 0.005 -0.001 0.000
H 2.386018 2.713921 0.409814 0.156 0.072 0.074 0.000
H 2.148104 4.420673 -0.002555 0.014 0.081 0.057 0.000
H -0.604509 1.580416 -2.868962 0.160 -0.034 0.030 0.005
H 0.467627 -1.267226 -3.085902 0.004 -0.103 0.038 -0.021
H -1.138823 -0.735446 -3.617518 -0.069 -0.041 -0.089 0.005
H -0.704672 -0.630035 -1.891716 0.048 -0.208 -0.520 0.050
H 1.436898 0.394966 -4.835447 0.102 -0.034 -0.074 0.000
H 1.060180 2.119509 -4.689481 0.067 0.076 -0.124 0.000
H -0.175058 0.987187 -5.228449 -0.071 -0.042 -0.105 0.000

***

[2]
82
Properties=species:S:1:pos:R:3:forces:R:3:lowdin_charge:R:1 method="wB97M-V/def2-TZVPD" molar_mass_g_mol=934.17 gap_ev=8.626 smiles="C[N+](=O)[O-].C[N+](=O)[O-].C[N+](=O)[O-].C[N+](=O)[O-].C[N+](=O)[O-].C[N+](=O)[O-].Fc1ccccc1.Fc1ccccc1.BrCCBr.BrCCBr" homo_ev=-9.20
C 24.907560 -4.325010 -9.866740 -0.541 0.246 -0.639 0.029
N 24.117170 -5.142070 -8.903290 0.710 0.464 0.446 -0.423
O 23.957710 -4.641730 -7.786290 -0.287 -0.968 -0.807 0.031
O 23.714790 -6.221910 -9.294480 -0.019 0.586 0.690 0.069
H 24.252900 -4.250870 -10.735080 0.216 0.082 -0.060 0.098
H 25.812910 -4.850000 -10.171440 -0.121 -0.026 0.293 0.076
H 25.079680 -3.327780 -9.461760 0.089 -0.379 0.033 0.064
C 27.356400 -1.505500 -13.331650 0.774 -0.472 -0.160 0.036
N 26.061260 -1.888500 -12.754590 0.531 -0.055 0.274 -0.460
O 25.865170 -3.036410 -12.429740 0.050 -0.550 -0.096 0.062
O 25.300790 -0.982040 -12.588580 -1.232 0.984 0.224 0.079
H 27.918070 -1.002990 -12.544180 -0.158 0.069 -0.071 0.072
H 27.174290 -0.819020 -14.158500 0.083 -0.208 0.139 0.095
H 27.875890 -2.427590 -13.592340 -0.055 0.224 -0.228 0.101
C 30.902920 2.906290 -9.646140 0.415 -0.090 0.455 0.056
N 29.842750 3.864990 -9.307990 -2.268 -0.932 -0.656 -0.447
O 28.722340 3.572920 -9.758330 1.135 0.636 -0.036 -0.019
O 30.029940 4.726970 -8.502700 0.572 0.795 0.369 0.072
H 30.925570 2.684060 -10.713000 -0.144 0.091 0.255 0.073
H 30.539760 2.046090 -9.083760 0.445 -0.399 -0.197 0.095
H 31.842290 3.285510 -9.243790 -0.111 -0.128 -0.173 0.105
C 30.203610 2.892930 -13.661940 1.029 1.563 -0.476 0.037
N 29.358550 1.765010 -13.376390 0.309 0.014 1.469 -0.450
O 28.424400 1.599690 -14.089360 -1.383 -0.724 -1.001 0.116
O 29.637100 1.101890 -12.387980 0.075 -0.309 -0.053 0.040
H 31.145270 2.523300 -14.067830 -0.091 0.001 -0.012 0.115
H 30.410280 3.457880 -12.752970 -0.109 -0.263 0.007 0.091
H 29.687060 3.536280 -14.374250 0.169 -0.210 0.024 0.109
C 27.388660 0.838200 -9.947440 -1.526 -0.303 0.042 0.030
N 27.926830 -0.491970 -9.579430 0.784 -1.347 -0.224 -0.394
O 28.996860 -0.473470 -8.999460 0.244 0.415 0.402 0.043
O 27.424980 -1.554330 -9.935400 -0.482 1.229 0.007 0.054
H 26.389260 0.717370 -10.365420 0.396 -0.354 -0.703 0.079
H 28.139850 1.280560 -10.601750 -0.379 0.158 0.257 0.074
H 27.134900 1.399220 -9.048010 0.974 0.002 0.180 0.045
C 23.953310 -1.731410 -6.632150 0.914 1.123 -0.641 0.068
N 24.552390 -0.883680 -7.753160 -3.035 -0.996 -3.527 -0.382
O 25.028220 0.182450 -7.529930 1.578 1.267 1.253 0.046
O 24.228460 -1.183620 -8.940020 0.963 -0.322 2.457 0.018
H 24.752950 -2.367850 -6.253190 -0.372 -0.318 -0.219 0.104
H 23.096660 -2.193320 -7.122950 0.330 -0.310 0.556 0.096
H 23.738770 -0.966110 -5.886230 -0.318 -0.341 0.065 0.043
F 23.323970 1.747940 -12.904320 1.029 1.964 0.799 0.006
C 24.026450 2.758590 -12.207600 -1.141 -1.027 0.125 -0.222
C 24.281500 4.013330 -12.751610 0.546 -0.546 -0.552 -0.033
C 25.137570 4.865600 -12.076740 0.402 -0.622 1.675 -0.074
C 25.643000 4.519430 -10.775270 -1.165 0.207 -0.486 -0.077
C 25.192150 3.360120 -10.140050 -0.310 -0.509 -2.366 -0.070
C 24.385830 2.465160 -10.910430 0.934 0.267 0.814 -0.019
H 23.972890 4.283460 -13.750700 -0.230 -0.168 -0.045 0.113
H 25.419440 5.784110 -12.569980 0.077 0.134 0.190 0.096
H 26.272380 5.189930 -10.208950 0.214 0.123 -0.252 0.092
H 25.582760 3.009380 -9.196220 -0.169 0.340 0.233 0.074
H 24.156280 1.500110 -10.483360 -0.250 -0.154 -0.104 0.105
F 28.688460 -0.934630 -5.557370 -0.302 -0.245 0.225 0.059
C 30.000410 -0.666800 -5.540130 0.787 -0.654 0.405 -0.298
C 30.878180 -1.485510 -4.861090 -0.261 -0.402 0.391 -0.036
C 32.252100 -1.269710 -4.934220 -0.417 -0.363 -0.407 -0.110
C 32.745740 -0.207880 -5.648410 -1.169 0.892 -0.748 -0.076
C 31.802950 0.624750 -6.336270 1.732 0.091 1.031 -0.062
C 30.454950 0.398970 -6.266100 -0.491 -0.198 -0.632 -0.054
H 30.508970 -2.314810 -4.275970 -0.174 -0.128 -0.105 0.117
H 32.928210 -2.026970 -4.565650 0.010 0.116 0.470 0.106
H 33.816390 -0.066600 -5.660270 -0.021 0.336 -0.325 0.098
H 32.133350 1.533910 -6.816550 0.237 -0.081 -0.322 0.093
H 29.710770 0.908310 -6.860390 0.194 0.468 0.021 0.060
Br 24.968320 0.658890 -3.765300 0.194 0.387 -0.218 0.632
C 25.717510 2.040010 -4.957260 0.831 -0.310 -0.276 -0.676
C 27.102070 1.550300 -5.471110 -1.637 0.868 0.443 -0.647
Br 27.753820 3.013290 -6.634220 -0.086 -0.520 0.235 0.719
H 25.854810 2.958690 -4.386920 -0.243 -0.208 0.076 0.048
H 24.996470 2.188790 -5.761030 0.166 -0.106 0.129 0.040
H 26.967260 0.635180 -6.047720 0.441 0.279 0.090 0.027
H 27.760480 1.478820 -4.605380 0.204 -0.229 -0.456 0.059
Br 31.336150 -4.017960 -7.580790 -0.087 0.659 -1.262 0.582
C 31.237470 -3.598880 -9.546740 -0.535 -1.662 -0.417 -0.574
C 30.804440 -4.938730 -10.270030 -0.006 -0.085 0.999 -0.648
Br 28.983540 -5.614450 -9.825980 0.369 0.668 -0.192 0.553
H 32.229060 -3.281810 -9.869710 0.110 -0.412 0.191 0.051
H 30.579180 -2.763080 -9.783800 -0.343 -0.219 0.619 0.040
H 31.352570 -5.800720 -9.889710 0.436 0.462 -0.022 0.018
H 30.864230 -4.988890 -11.357230 -0.028 0.643 0.114 0.046

***

Here are the calculated energy above the lowest of the compared OMol25 structures with the same formula, charge and spin numbers, same order: 31.3; 0.0 (kcal per mole).
Here are the calculated energy numbers, same order: -1860.367620; -12586.487180 (a.u.).